1.
Formula: C31H27N5OPSc
Source: OMol25
Level of theory: wB97M-V/def2-TZVPD

Geometry as ORCA input:
```
! wB97M-V def2-TZVPD RIJCOSX def2/J DEFGRID3
* xyz 2 1
Sc -0.18 -0.18 -0.07
C 3.90 -1.80 0.65
C 2.59 -1.11 0.78
N 1.87 -0.76 -0.23
N 2.35 -1.01 -1.51
C 1.42 -0.70 -2.36
O 0.21 -0.29 -1.95
C 1.64 -0.78 -3.81
C 0.55 -0.71 -4.68
C 0.76 -0.79 -6.04
C 2.05 -0.93 -6.54
C 3.13 -0.99 -5.68
C 2.94 -0.92 -4.31
C 1.96 -0.78 2.09
C 2.57 -0.98 3.31
C 1.90 -0.63 4.48
C 0.63 -0.10 4.40
C 0.07 0.08 3.14
N 0.71 -0.24 2.02
H 3.79 -2.63 -0.05
H 4.29 -2.16 1.59
H 4.62 -1.12 0.19
H -0.45 -0.60 -4.28
H -0.08 -0.74 -6.72
H 2.21 -0.98 -7.61
H 4.13 -1.09 -6.07
H 3.77 -0.97 -3.63
H 3.57 -1.40 3.36
H 2.37 -0.78 5.44
H 0.07 0.19 5.28
H -0.92 0.50 3.03
N -3.25 -0.59 0.99
P -2.17 -1.86 0.60
C -3.14 -2.98 -0.40
C -2.99 -4.36 -0.24
C -3.70 -5.22 -1.07
C -4.55 -4.71 -2.04
C -4.69 -3.34 -2.20
C -3.98 -2.47 -1.39
C -1.77 -2.70 2.14
C -2.68 -2.80 3.19
C -2.32 -3.48 4.35
C -1.06 -4.07 4.45
C -0.16 -3.98 3.40
C -0.51 -3.29 2.25
C -3.12 0.74 0.62
C -4.22 1.60 0.73
C -4.07 2.91 0.35
C -2.84 3.37 -0.14
C -1.81 2.46 -0.22
N -1.94 1.17 0.17
H -4.19 -0.85 1.29
H -2.34 -4.77 0.52
H -3.59 -6.29 -0.94
H -5.10 -5.39 -2.68
H -5.35 -2.95 -2.96
H -4.09 -1.40 -1.52
H -3.66 -2.36 3.12
H -3.02 -3.56 5.17
H -0.79 -4.60 5.35
H 0.81 -4.45 3.48
H 0.20 -3.22 1.43
H -5.16 1.23 1.10
H -4.90 3.59 0.43
H -2.69 4.39 -0.46
H -0.84 2.76 -0.61
*
```

Output
ΔE to the lowest compared entry with this formula, charge and spin ... 0.0 kJ/mol
Kohn-Sham gap ... 6.85 eV
LUMO energy ... -6.62 eV
Highest occupied orbital energy ... -13.468 eV

2.
Formula: C2H4CdO
Source: OMol25
Level of theory: wB97M-V/def2-TZVPD

Geometry as ORCA input:
```
! wB97M-V def2-TZVPD RIJCOSX def2/J DEFGRID3
* xyz 0 1
H -0.76 1.09 -1.03
Cd 1.83 -0.55 -1.80
C -1.44 -1.21 -0.17
H -0.90 -1.37 -1.11
H -1.80 -2.07 0.38
C -1.72 0.02 0.27
O -1.14 1.17 -0.12
H -2.40 0.19 1.11
*
```

Output
ΔE to the lowest compared entry with this formula, charge and spin ... 0.0 kJ/mol
Kohn-Sham gap ... 8.89 eV
LUMO energy ... 0.46 eV
Highest occupied orbital energy ... -8.427 eV

3.
Formula: C6H19NO4
Source: OMol25
Level of theory: wB97M-V/def2-TZVPD

Geometry as ORCA input:
```
! wB97M-V def2-TZVPD RIJCOSX def2/J DEFGRID3
* xyz 0 1
O 1.17 -1.85 -0.24
C 0.46 -1.78 0.73
C -0.90 -1.09 0.67
C -0.80 0.31 0.10
C -0.02 1.28 1.02
C -0.73 2.62 1.14
C 1.42 1.50 0.50
N -1.77 -1.88 -0.21
H 0.76 -2.23 1.69
H -1.35 -1.05 1.65
H -0.28 0.29 -0.86
H -1.82 0.63 -0.09
H 0.07 0.83 2.01
H -0.09 3.34 1.65
H -0.96 3.01 0.15
H -1.69 2.54 1.65
H 1.46 2.45 -0.04
H 1.71 0.70 -0.20
H 2.18 1.41 1.26
H -2.02 -2.79 0.14
H -1.37 -1.95 -1.14
H 3.04 -1.31 0.93
H 3.95 -1.40 2.16
O 3.39 -0.79 1.67
H -1.73 0.05 -2.85
H -3.02 -0.25 -2.07
O -2.65 0.30 -2.78
H 0.65 -0.66 -3.61
H 0.78 -1.10 -2.13
O 0.19 -1.13 -2.90
*
```

Output
ΔE to the lowest compared entry with this formula, charge and spin ... 117.7 kJ/mol
SMILES string ... CC(C)C[C@@H](N)C=O.O.O.O
Kohn-Sham gap ... 10.06 eV
LUMO energy ... 0.42 eV
Highest occupied orbital energy ... -9.645 eV

4.
Formula: C9H11O3
Source: OMol25
Level of theory: wB97M-V/def2-TZVPD

Geometry as ORCA input:
```
! wB97M-V def2-TZVPD RIJCOSX def2/J DEFGRID3
* xyz 0 2
C 2.01 -0.12 3.55
C -0.17 -0.08 0.35
C 0.95 -0.07 1.24
C -1.41 -0.26 0.94
C 0.85 -0.19 2.64
C -1.62 -0.38 2.38
C -0.48 -0.33 3.16
O -2.59 -0.32 0.25
H -0.07 0.26 -0.67
H 1.95 0.06 0.89
H -2.37 -0.12 -0.75
H -2.53 0.05 2.77
H 2.94 -0.54 3.27
H 1.68 -0.71 4.51
H -0.62 -0.34 4.24
H 2.31 0.92 3.86
C -0.19 -0.63 -3.95
C 0.72 0.58 -3.39
O 1.90 0.52 -3.48
O -0.11 1.30 -2.70
H -1.21 -0.56 -3.66
H 0.36 -1.42 -3.52
H -0.01 -0.78 -5.03
*
```

Output
ΔE to the lowest compared entry with this formula, charge and spin ... 211.5 kJ/mol
Kohn-Sham gap (alpha / beta) ... 8.66 / 4.79 eV
<S²> ... 0.755
LUMO energy (alpha / beta) ... 0.49 / -3.38 eV
Highest occupied orbital energy (alpha / beta) ... -8.173 / -8.173 eV

5.
Formula: Cl2FIZn
Source: OMol25
Level of theory: wB97M-V/def2-TZVPD

Geometry as ORCA input:
```
! wB97M-V def2-TZVPD RIJCOSX def2/J DEFGRID3
* xyz -2 1
Zn -0.27 -0.13 0.00
I 3.67 -1.55 2.44
F -0.25 -3.54 -1.44
Cl -0.36 2.50 -3.51
Cl -2.79 2.71 2.51
*
```

Output
ΔE to the lowest compared entry with this formula, charge and spin ... 872.4 kJ/mol
Kohn-Sham gap ... 2.81 eV
LUMO energy ... -0.41 eV
Highest occupied orbital energy ... -3.222 eV

6.
Formula: C5H11NO
Source: OMol25
Level of theory: wB97M-V/def2-TZVPD

Geometry as ORCA input:
```
! wB97M-V def2-TZVPD RIJCOSX def2/J DEFGRID3
* xyz 0 1
C 2.32 0.47 -0.55
C 0.88 0.69 -0.77
C 0.05 -0.15 0.09
C -0.58 -1.40 -0.30
N -1.39 -2.27 0.38
C -1.84 -1.76 1.59
H 2.67 0.65 0.49
H 2.80 1.08 -1.21
H 2.64 -0.50 -0.73
H 0.58 0.72 -1.80
H 0.59 1.74 -0.48
H -0.18 0.38 1.04
H -0.52 -1.66 -1.46
H -2.32 -2.30 2.22
H -1.49 -0.77 1.97
H -1.90 1.33 -0.48
H -0.70 1.99 -0.20
O -1.63 1.75 0.18
*
```

Output
ΔE to the lowest compared entry with this formula, charge and spin ... 511.3 kJ/mol
SMILES string ... C=N/C=C/CC.O
Kohn-Sham gap ... 8.36 eV
LUMO energy ... -0.05 eV
Highest occupied orbital energy ... -8.404 eV